1.
{
  "formula": "C4H4N2O3S2",
  "method": "wB97M-V/def2-TZVPD",
  "de_lowest_kj_mol": 600.6,
  "homo_energy_ha": -0.3039,
  "total_charge": 0,
  "total_energy_ha": -1286.08993,
  "elements": ["C", "C", "C", "C", "N", "N", "O", "O", "O", "S", "S", "H", "H", "H", "H"],
  "coordinates": [[-2.07035, 0.43733, 0.73826], [-0.10902, 0.72873, -0.36751], [-0.22848, 2.03148, -0.30787], [0.75145, -1.76655, -1.10193], [-1.04968, -0.13346, 0.29042], [2.18427, -0.10264, 0.70966], [3.17276, 0.52822, 0.77691], [1.70557, -1.00666, 1.34831], [-2.84833, 2.98373, -0.00074], [1.28172, -0.04125, -0.97779], [-1.83383, 2.27748, 0.72059], [-2.76824, 0.06165, 1.41952], [1.19052, -2.11963, -2.03328], [-0.29502, -1.70286, -1.12372], [0.91668, -2.17558, -0.09083]]
}

***

2.
{
  "formula": "C5H5Cl",
  "method": "wB97M-V/def2-TZVPD",
  "de_lowest_kj_mol": 0.0,
  "homo_energy_ha": -0.3138,
  "smiles": "ClC1=CC=CC1",
  "total_charge": 0,
  "total_energy_ha": -653.68078,
  "elements": ["Cl", "C", "C", "C", "C", "C", "H", "H", "H", "H", "H"],
  "coordinates": [[-2.00340, 0.00254, -0.00071], [-0.27472, 0.06367, -0.00074], [0.47964, 1.16552, -0.00186], [1.88678, 0.74469, 0.00441], [1.95569, -0.60035, -0.00509], [0.56374, -1.16926, -0.00031], [0.12998, 2.18181, 0.00426], [2.70326, 1.42345, -0.00238], [2.83054, -1.19694, -0.00738], [0.36174, -1.85588, -0.85178], [0.36552, -1.82128, 0.89082]]
}

***

3.
{
  "formula": "BH4NO3Rb",
  "method": "wB97M-V/def2-TZVPD",
  "de_lowest_kj_mol": 100.5,
  "homo_energy_ha": -0.1628,
  "total_charge": -1,
  "total_energy_ha": -331.69661,
  "elements": ["Rb", "N", "O", "O", "O", "B", "H", "H", "H", "H"],
  "coordinates": [[2.26701, -0.57502, -0.86938], [-0.55824, -2.06097, 0.85098], [0.70009, -2.22147, 0.95927], [-1.36360, -2.99064, 0.59708], [-0.99701, -0.89457, 0.92985], [0.00132, 1.77745, -0.47695], [0.93460, 2.15902, -1.05836], [0.24154, 1.63896, 0.65642], [-0.95440, 2.42441, -0.65137], [-0.27132, 0.74283, -0.93756]]
}